# 1
# C38H37BaN9O4S

A molecular structure, C38H37BaN9O4S (ωB97M-V/def2-TZVPD, the Open Molecules 2025 dataset).

Properties
**LUMO**: -0.83 eV
**HOMO**: -6.50 eV
**Relative energy (zero: lowest compared OMol25 entry of this formula, charge and spin)**: 0.164 eV
**Frontier orbital gap**: 5.7 eV
**Strongest force on any atom**: 3.8 eV/A

XYZ file:
```
90
Properties=species:S:1:pos:R:3:forces:R:3
Ba 0.5961 -0.0849 0.7650 -1.112 -0.491 -0.935
C -4.5949 1.0843 1.5009 -0.118 -0.479 0.053
C -3.1059 1.0064 1.6650 0.343 -1.751 -0.158
N -2.4672 -0.1524 1.6869 0.490 3.719 0.300
N -3.1224 -1.2744 1.7291 0.677 -1.310 -0.183
C -2.1770 -2.2701 1.7823 -2.182 1.467 -0.604
O -0.9477 -2.1249 1.9180 0.223 -0.328 0.063
C -2.7998 -3.5822 1.4959 0.697 -0.733 -0.075
C -3.9656 -3.8545 0.7591 0.349 1.143 -0.154
C -4.1468 -5.1240 0.2424 -0.068 0.114 0.212
C -3.2433 -6.1311 0.5373 0.338 -0.940 0.609
C -2.1261 -5.8900 1.3606 -0.468 -0.594 -0.266
C -1.9266 -4.6062 1.8091 0.530 -0.445 0.135
C -2.3146 2.2240 1.7474 0.710 1.082 0.123
C -2.9729 3.4924 1.8028 0.532 -0.150 0.021
C -2.2239 4.6673 1.7265 0.827 -1.005 -0.004
C -0.8162 4.5482 1.6927 -0.540 0.582 0.356
C -0.2494 3.2919 1.7884 -0.145 0.250 -0.126
N -0.9461 2.1637 1.7960 -0.875 -0.341 -0.320
H -4.9601 0.0602 1.2771 0.111 0.747 0.180
H -4.8569 1.7708 0.6915 -0.027 -0.087 -0.049
H -5.0823 1.4588 2.4049 -0.115 -0.126 0.019
H -4.6722 -3.0526 0.4901 0.555 -0.377 0.303
H -5.0044 -5.3019 -0.3947 0.009 -0.191 0.080
H -3.4754 -7.1522 0.2238 0.273 0.319 -0.140
H -1.4149 -6.6748 1.6614 -0.549 0.235 -0.353
H -1.0376 -4.3259 2.3785 -0.262 -0.254 -0.183
H -4.0515 3.5242 1.9559 0.316 0.040 -0.338
H -2.6859 5.6458 1.6915 -0.080 -0.083 0.112
H -0.1631 5.4200 1.7126 -0.267 -0.140 -0.176
H 0.8416 3.2103 1.8449 -0.245 -0.089 -0.015
C -1.9152 -3.7896 -3.0585 -1.113 -0.396 0.288
O -0.9471 -4.1087 -2.0751 0.300 0.119 -0.438
C -0.2519 -3.0954 -1.5291 -0.825 2.238 0.012
O -0.4869 -1.8752 -1.7099 0.848 -2.907 0.856
N 0.6843 -3.6863 -0.7495 0.181 -0.834 0.373
N 1.5590 -2.9271 0.0678 0.532 -0.117 -0.367
H -2.7085 -4.5404 -2.8965 0.291 0.367 -0.318
H -1.5423 -3.8477 -4.0832 0.263 -0.034 0.224
H -2.3191 -2.8055 -2.8588 -0.054 0.213 -0.094
H 0.6160 -4.7319 -0.7149 0.445 1.670 0.124
H 2.4116 -2.7296 -0.4750 -0.357 -0.058 0.161
H 1.8567 -3.4752 0.8812 -0.536 0.109 -0.387
N -4.6437 4.5436 -5.0501 0.666 0.216 -0.126
C -3.7453 5.1268 -4.1858 -0.935 0.739 -1.218
S -3.5631 6.7870 -4.1396 -0.065 -1.182 0.255
C -3.0222 4.1415 -3.3841 1.374 -0.920 1.510
C -1.8593 4.4808 -2.6771 -0.290 1.116 -0.400
C -1.1518 3.5295 -1.9611 0.042 0.190 -0.015
N -1.5632 2.2793 -1.8249 -0.650 -0.627 0.095
C -2.7200 1.9290 -2.4267 0.707 -0.170 0.286
C -3.4259 2.8013 -3.2333 -1.506 0.011 -0.738
H -5.0466 5.1818 -5.7273 0.045 -0.184 0.169
H -4.4110 3.6128 -5.4022 -0.273 0.518 0.236
H -1.5255 5.5297 -2.6738 -0.101 -0.613 -0.169
H -0.2088 3.8152 -1.4825 -0.338 -0.230 -0.085
H -3.0719 0.8925 -2.2593 0.294 0.737 -0.134
H -4.3751 2.4438 -3.7125 1.038 0.315 0.602
C 6.1674 -0.9110 -2.6958 0.042 0.496 -0.513
C 5.6462 -1.1335 -1.4270 -0.704 0.485 0.968
C 4.4230 -0.5928 -1.0790 0.144 -0.087 -0.087
C 3.6137 0.0995 -2.0239 0.551 -0.645 -0.135
C 2.2568 0.3319 -1.7184 -0.872 0.158 1.953
C 1.4652 0.8212 -2.7097 -0.124 0.439 -0.999
C 1.9824 1.1783 -3.9942 -0.009 0.176 -0.011
C 3.3132 0.9991 -4.2716 0.528 0.061 -0.453
C 4.1638 0.3519 -3.3134 -1.074 0.035 0.382
C 5.4286 -0.1660 -3.5919 1.370 -0.272 -1.068
H 7.1766 -1.2551 -2.9327 -0.424 -0.033 -0.142
H 6.2061 -1.6770 -0.6902 0.269 -0.222 0.226
H 4.0104 -0.6924 -0.0614 0.222 -0.156 -0.465
H 0.3981 1.0015 -2.5603 0.169 -0.155 0.032
H 1.2828 1.6101 -4.7288 0.555 -0.127 0.231
H 3.7849 1.3398 -5.2125 -0.509 -0.364 0.420
H 5.8465 -0.0466 -4.6013 -0.205 0.162 0.348
N 5.9166 0.7894 6.4242 -0.231 1.178 -0.679
C 5.0770 -0.2495 6.2432 0.295 -1.205 0.955
O 5.0897 -1.2596 6.9354 0.060 0.672 -0.310
C 4.1477 -0.1419 5.1065 -0.612 1.156 -1.269
C 4.3022 0.8030 4.0781 0.024 -0.660 -0.044
C 3.4081 0.7381 3.0111 0.178 0.751 -0.242
N 2.3160 -0.0265 2.9736 0.488 -0.050 0.878
C 2.1088 -0.8100 4.0566 -0.722 -0.335 -1.451
C 3.0178 -0.9498 5.0596 0.272 0.003 1.138
H 6.4808 0.8070 7.2384 0.420 -0.183 0.644
H 5.7330 1.6963 5.9943 0.093 -0.687 0.259
H 5.1185 1.5347 4.0104 -0.325 -0.560 0.113
H 3.6090 1.3964 2.1547 -0.289 -0.349 0.182
H 1.1918 -1.4154 4.0418 0.336 0.331 0.013
H 2.8069 -1.6194 5.8832 0.176 -0.082 -0.066
```
Positions in Å, forces in eV/Å.

Atom charges from the Löwdin analysis, given in e for atoms 1 to 2: 1.71 -0.06

=====

# 2
# C15H18

2 unconnected molecules or ions with the total composition C15H18 (ωB97M-V/def2-TZVPD, the Open Molecules 2025 dataset).

Properties
**LUMO**: 0.95 eV
**HOMO**: -8.74 eV
**Relative energy (zero: lowest compared OMol25 entry of this formula, charge and spin)**: 0.602 eV
**Frontier orbital gap**: 9.7 eV
**Strongest force on any atom**: 1.4 eV/A

XYZ file:
```
33
Properties=species:S:1:pos:R:3:forces:R:3
C 0.7365 0.7492 -2.4535 -0.135 0.504 0.279
C 1.6283 -0.3934 -1.9385 -0.541 0.333 -0.681
C -0.5541 0.9560 -1.6883 -0.577 -0.733 -0.988
C -1.0320 2.2206 -1.3679 0.477 0.192 -0.279
C -1.4384 -0.1171 -1.5275 -0.010 0.313 1.268
C -2.2340 2.4375 -0.7075 -0.034 0.073 -0.009
C -2.5416 0.0848 -0.7149 -1.215 -0.058 0.005
C -2.9996 1.3450 -0.3290 0.960 -0.301 0.071
H 1.2927 1.6854 -2.3980 0.018 0.067 -0.353
H 0.4153 0.5800 -3.4840 0.354 -0.019 -0.121
H 0.9734 -1.1000 -1.4411 0.354 -0.322 0.124
H -0.4536 3.0464 -1.7744 0.010 0.175 0.507
H -1.3031 -1.1174 -1.9189 0.540 0.037 0.057
H -2.5321 3.4544 -0.4897 -0.115 -0.003 0.009
H -3.1545 -0.7450 -0.3797 0.077 -0.229 -0.332
H -3.8791 1.4059 0.2948 -0.082 0.241 -0.069
H 2.3979 -0.0339 -1.2647 -0.119 0.007 0.273
H 2.1341 -0.8684 -2.7801 -0.022 -0.150 0.075
C -0.8968 0.1935 2.4828 -0.307 0.325 0.735
C 2.6344 -0.7001 1.6489 0.891 -0.731 0.236
C 1.5916 -0.1143 2.3274 -0.830 -0.513 0.280
C 2.4414 -1.8378 0.8725 -0.806 0.639 -0.587
C 0.3044 -0.6653 2.2427 0.253 0.320 -1.079
C 1.1817 -2.4121 0.8133 0.211 -0.471 0.614
C 0.1416 -1.8641 1.5459 0.019 -0.185 0.786
H 3.6638 -0.3907 1.7823 -0.091 0.498 -0.074
H 1.7132 0.7211 2.9918 0.282 0.475 -0.085
H 3.1801 -2.1539 0.1590 0.529 -0.341 0.250
H 1.0500 -3.3396 0.2691 -0.127 0.055 -0.067
H -0.9772 0.8549 1.6342 0.046 0.326 -0.428
H -0.8590 0.8521 3.3542 0.218 -0.208 0.126
H -0.7737 -2.4125 1.7452 -0.225 0.136 -0.718
H -1.8514 -0.3214 2.4935 -0.003 -0.451 0.174
```
Positions in Å, forces in eV/Å.

Atom charges from the natural (NBO) analysis, given in e for atoms 1 to 2: -0.42 -0.61

=====

Q: Which of these has the highest relative energy (zero: lowest compared OMol25 entry of this formula, charge and spin)?
A: C15H18